(1)
Below is 5 unconnected molecules or ions with the total composition C33H61N3O8P at a distorted geometry, with properties calculated with ωB97M-V/def2-TZVPD.

## Properties
Charge ... +1
E ... -65336.117 eV

Each line ends with the Löwdin charge.
Positions of all 106 atoms, in Å:
C 1.80 -2.50 2.06  -0.065
C 0.87 -1.21 1.68  -0.306
O 1.80 -0.14 1.34  -0.250
P 1.21 1.41 1.73  0.707
O 0.46 1.50 3.07  -0.316
C 0.24 2.19 0.28  -0.206
C -1.35 2.14 0.47  -0.197
C -1.78 0.63 0.73  -0.173
N -3.23 0.33 0.49  0.126
C -3.77 -0.73 1.09  -0.188
N -3.14 -1.73 1.99  0.085
C -3.54 -3.02 1.27  -0.118
C -4.95 -2.69 0.55  -0.192
C -4.63 -2.73 -1.03  -0.186
O -5.11 -3.92 -1.69  -0.117
C -4.31 -4.16 -2.87  -0.173
C -3.79 -2.98 -3.78  -0.020
C -2.89 -3.23 -5.01  -0.074
C -2.46 -4.66 -5.42  -0.073
C -2.99 -5.86 -4.58  -0.052
C -3.89 -5.59 -3.33  0.005
N -5.14 -1.27 1.00  0.107
O 2.61 2.40 1.90  -0.253
C 3.46 1.87 2.95  -0.279
C 4.79 1.12 2.42  -0.082
H 2.81 -2.33 1.53  0.094
H 1.93 -2.60 3.19  0.086
H 1.33 -3.43 1.59  0.074
H 0.19 -1.54 0.83  0.100
H 0.23 -1.01 2.61  0.108
H 0.52 1.64 -0.70  0.110
H 0.60 3.28 0.19  0.120
H -1.72 2.87 1.28  0.134
H -1.82 2.51 -0.51  0.124
H -1.43 0.33 1.79  0.112
H -1.18 -0.03 0.00  0.134
H -3.85 0.88 -0.13  0.186
H -2.11 -1.72 2.03  0.100
H -2.68 -3.45 0.65  0.133
H -3.59 -3.78 2.14  0.139
H -5.67 -3.49 0.92  0.171
H -5.12 -1.81 -1.53  0.115
H -3.49 -2.58 -1.13  0.132
H -4.05 -1.89 -3.52  0.090
H -2.53 -2.31 -5.59  0.090
H -1.77 -4.77 -6.33  0.095
H -2.69 -6.90 -4.94  0.093
H -4.23 -6.54 -2.77  0.102
H -5.80 -0.69 0.46  0.139
H 3.81 2.77 3.58  0.131
H 2.94 1.16 3.68  0.110
H 5.74 1.60 2.87  0.067
H 4.77 0.05 2.85  0.077
H 4.82 1.04 1.28  0.084
C -9.21 -2.55 -2.92  -0.165
C -8.78 -1.62 -4.04  -0.163
C -7.90 -0.63 -3.30  -0.187
O -7.30 -1.33 -2.20  -0.181
C -7.97 -2.60 -2.06  -0.204
H -9.53 -3.54 -3.27  0.120
H -10.04 -2.10 -2.37  0.119
H -8.18 -2.18 -4.77  0.121
H -9.61 -1.15 -4.57  0.121
H -8.49 0.19 -2.89  0.123
H -7.12 -0.21 -3.94  0.101
H -7.28 -3.38 -2.40  0.106
H -8.20 -2.78 -1.00  0.120
C 8.07 4.48 5.90  -0.174
C 8.69 5.02 4.63  -0.170
C 8.02 4.18 3.57  -0.197
O 6.71 3.84 4.06  -0.164
C 6.65 4.18 5.46  -0.207
H 8.11 5.17 6.74  0.116
H 8.57 3.55 6.19  0.114
H 8.41 6.07 4.51  0.116
H 9.77 4.95 4.61  0.118
H 8.56 3.25 3.40  0.099
H 7.92 4.71 2.62  0.119
H 6.01 5.06 5.56  0.117
H 6.20 3.35 6.01  0.115
C -4.78 3.51 -6.28  -0.177
C -4.07 2.18 -6.15  -0.181
C -5.11 1.34 -5.44  -0.228
O -6.39 1.83 -5.84  -0.145
C -6.21 3.08 -6.53  -0.198
H -4.38 4.15 -7.08  0.118
H -4.71 4.06 -5.34  0.116
H -3.86 1.77 -7.14  0.119
H -3.12 2.24 -5.60  0.112
H -5.03 1.45 -4.35  0.108
H -5.02 0.28 -5.68  0.113
H -6.39 2.91 -7.60  0.121
H -6.94 3.81 -6.17  0.120
C 11.41 -0.73 4.18  -0.178
C 10.00 -0.89 3.66  -0.179
C 9.34 0.38 4.13  -0.210
O 10.35 1.39 4.17  -0.155
C 11.63 0.76 4.01  -0.201
H 12.15 -1.33 3.65  0.116
H 11.45 -0.99 5.24  0.117
H 10.01 -0.93 2.57  0.117
H 9.50 -1.79 4.02  0.114
H 8.94 0.27 5.15  0.119
H 8.52 0.70 3.48  0.108
H 12.01 1.00 3.01  0.119
H 12.33 1.17 4.75  0.119

---

(2)
Below is 8 unconnected molecules or ions with the total composition C33H61NO7 at a distorted geometry, with properties calculated with ωB97M-V/def2-TZVPD.

## Properties
SMILES string ... c1ccncc1.C1CCOC1.C1CCOC1.C1CCOC1.C1CCOC1.C1CCOC1.C1CCOC1.C1CCOC1
E ... -51026.725 eV

Each line ends with the Löwdin charge.
Positions of all 102 atoms, in Å:
C 6.44 -4.62 4.73  -0.169
C 5.57 -5.78 5.17  -0.178
C 5.30 -6.60 3.90  -0.176
O 5.74 -5.74 2.81  -0.150
C 6.00 -4.43 3.27  -0.212
H 7.49 -4.90 4.75  0.111
H 6.31 -3.73 5.35  0.110
H 4.64 -5.40 5.60  0.106
H 6.03 -6.38 5.96  0.107
H 4.27 -6.94 3.87  0.108
H 5.90 -7.50 3.77  0.113
H 5.07 -3.87 3.20  0.113
H 6.73 -3.90 2.66  0.118
C -9.11 -0.97 2.24  -0.181
C -9.12 -1.98 1.15  -0.199
C -10.58 -2.28 0.92  -0.235
O -11.12 -1.00 0.98  -0.130
C -10.34 -0.15 1.83  -0.183
H -8.26 -0.29 2.22  0.112
H -9.23 -1.44 3.22  0.114
H -8.58 -2.89 1.40  0.113
H -8.63 -1.53 0.28  0.121
H -11.07 -2.95 1.63  0.118
H -10.70 -2.81 -0.02  0.119
H -10.86 0.21 2.72  0.115
H -10.00 0.70 1.23  0.116
C 6.07 -2.95 -4.48  -0.200
C 4.76 -2.98 -3.74  -0.155
C 4.63 -4.55 -3.63  -0.222
O 5.06 -4.96 -4.88  -0.140
C 6.07 -4.14 -5.44  -0.184
H 6.89 -3.07 -3.78  0.112
H 6.16 -1.99 -4.98  0.109
H 3.90 -2.59 -4.29  0.111
H 4.76 -2.53 -2.75  0.108
H 3.58 -4.81 -3.51  0.114
H 5.15 -4.97 -2.77  0.114
H 5.77 -3.79 -6.42  0.117
H 7.06 -4.60 -5.45  0.115
C 4.84 4.32 3.43  -0.188
C 3.58 4.16 4.25  -0.160
C 3.53 2.64 4.32  -0.199
O 4.35 2.11 3.25  -0.164
C 4.83 3.18 2.42  -0.197
H 5.80 4.27 3.94  0.117
H 4.82 5.28 2.92  0.108
H 2.63 4.48 3.82  0.115
H 3.73 4.60 5.24  0.110
H 2.54 2.24 4.06  0.113
H 3.91 2.25 5.26  0.115
H 4.09 3.35 1.64  0.112
H 5.75 2.95 1.89  0.118
C -1.30 -4.20 5.97  -0.169
C -1.51 -5.10 7.21  -0.192
C -2.68 -4.46 7.87  -0.196
O -3.51 -4.27 6.68  -0.159
C -2.72 -3.98 5.51  -0.196
H -0.64 -4.83 5.38  0.106
H -0.83 -3.23 6.13  0.111
H -0.61 -5.19 7.82  0.112
H -1.83 -6.12 6.97  0.119
H -2.44 -3.51 8.36  0.115
H -3.18 -5.10 8.60  0.119
H -2.82 -2.94 5.20  0.112
H -3.02 -4.70 4.75  0.118
C -2.44 4.33 -8.26  -0.196
C -2.85 4.29 -9.68  -0.194
C -2.45 2.95 -10.18  -0.210
O -1.79 2.30 -9.08  -0.136
C -2.38 2.86 -7.90  -0.201
H -3.01 4.95 -7.57  0.116
H -1.45 4.71 -8.03  0.115
H -2.35 5.08 -10.25  0.117
H -3.92 4.46 -9.73  0.118
H -1.72 2.93 -10.99  0.119
H -3.27 2.35 -10.57  0.115
H -1.74 2.67 -7.04  0.119
H -3.31 2.33 -7.68  0.118
C 0.80 9.30 -2.40  -0.178
C -0.59 8.67 -2.58  -0.180
C -0.37 7.23 -2.24  -0.205
O 0.60 7.27 -1.17  -0.154
C 1.54 8.41 -1.36  -0.162
H 0.73 10.32 -2.04  0.103
H 1.41 9.30 -3.30  0.102
H -1.02 8.88 -3.55  0.113
H -1.23 9.11 -1.81  0.114
H 0.09 6.58 -2.98  0.118
H -1.32 6.78 -1.96  0.118
H 2.49 8.21 -1.84  0.101
H 1.83 8.97 -0.47  0.108
N -1.91 0.76 -1.01  0.046
C -2.68 -0.26 -1.52  -0.122
C -2.40 -1.61 -1.20  -0.069
C -1.32 -1.87 -0.34  -0.085
C -0.55 -0.83 0.16  -0.089
C -0.85 0.45 -0.24  -0.167
H -3.57 -0.03 -2.08  0.093
H -3.04 -2.39 -1.59  0.093
H -1.01 -2.85 -0.03  0.099
H 0.32 -1.04 0.77  0.101
H -0.30 1.30 0.14  0.099

---

Going through the records in order, we get LUMO energy values of -3.09 0.30 eV.